1.
C33H32ClN3O4RbS5 as an isolated structure. Source: the OMol25 dataset; level of theory: wB97M-V/def2-TZVPD.

```
79
Properties=species:S:1:pos:R:3:forces:R:3
Rb 0.207 -0.370 -0.232 -1.5 -0.1 -1.6
C -3.822 -1.787 0.619 0.0 0.2 -0.1
C -4.289 -2.610 -0.581 0.2 0.0 -0.2
S -3.118 -2.657 -1.985 -0.2 0.0 0.1
C -4.250 -2.298 -3.365 0.2 0.0 0.3
C -4.901 -0.919 -3.374 0.2 0.3 0.0
S -3.697 0.428 -3.117 -0.2 -0.1 0.1
C -4.500 1.378 -1.791 0.1 -0.2 -0.2
C -4.804 0.629 -0.499 0.3 0.0 0.2
S -3.322 -0.071 0.311 -0.2 0.0 -0.2
H -4.602 -1.786 1.383 0.0 -0.1 0.0
H -2.913 -2.217 1.037 -0.1 0.0 0.1
H -4.448 -3.636 -0.247 -0.1 0.0 0.1
H -5.241 -2.241 -0.964 0.0 0.0 0.0
H -3.608 -2.403 -4.240 -0.1 -0.1 0.0
H -5.020 -3.071 -3.401 0.0 0.0 -0.2
H -5.384 -0.757 -4.338 -0.1 -0.1 0.0
H -5.664 -0.830 -2.602 0.0 -0.1 0.0
H -3.795 2.188 -1.600 -0.1 0.1 0.0
H -5.421 1.806 -2.193 0.0 0.1 0.1
H -5.259 1.331 0.202 -0.1 0.0 0.0
H -5.516 -0.178 -0.666 0.0 0.0 0.0
Cl 3.770 -5.258 3.660 0.1 -0.1 0.0
C 2.646 -3.999 3.190 0.0 -0.1 -0.1
C 2.751 -2.723 3.781 -0.1 0.0 -0.1
C 1.882 -1.735 3.431 0.1 0.1 0.0
C 0.833 -1.923 2.448 0.1 -0.3 0.3
O 0.022 -1.009 2.182 0.0 -0.1 0.9
C 0.801 -3.239 1.836 0.0 0.4 0.1
C -0.127 -3.553 0.793 -0.2 -0.3 -0.1
O -0.938 -2.804 0.260 -0.1 -0.4 -0.1
C 1.695 -4.246 2.248 0.0 0.0 0.0
H 3.525 -2.541 4.516 0.0 0.0 0.0
H 1.952 -0.752 3.882 0.0 0.0 0.0
H -0.086 -4.611 0.448 0.1 0.0 0.0
H 1.625 -5.227 1.790 0.0 0.0 0.0
O 2.663 -0.050 0.389 0.6 0.1 0.2
S 2.786 1.406 0.431 0.2 0.6 -0.4
O 4.085 1.893 0.017 0.0 0.1 0.2
N 1.555 1.987 -0.357 0.7 -0.1 0.5
C 1.387 3.331 -0.546 0.2 0.5 0.2
C 2.138 4.352 0.038 -0.1 -0.5 -0.1
C 1.878 5.703 -0.216 -0.2 0.2 -0.1
C 0.885 6.093 -1.075 0.2 0.1 0.1
C 0.105 5.106 -1.711 0.0 -0.3 0.0
C -0.899 5.426 -2.650 -0.1 -0.1 -0.1
C -1.612 4.428 -3.250 0.0 0.2 0.0
C -1.339 3.097 -2.884 0.1 -0.1 0.1
N -0.428 2.757 -2.008 -0.1 -0.2 -0.1
C 0.321 3.727 -1.435 0.0 0.3 0.0
C 2.597 1.841 2.161 0.1 0.0 -0.2
C 1.335 1.873 2.730 0.0 0.0 0.0
C 1.205 2.190 4.073 0.0 0.0 0.0
C 2.330 2.476 4.834 0.0 0.0 0.0
C 3.592 2.446 4.254 0.0 0.0 0.0
C 3.726 2.130 2.910 0.1 0.0 0.0
H 2.961 4.087 0.683 0.0 0.0 0.0
H 2.487 6.453 0.276 0.0 0.0 0.0
H 0.699 7.140 -1.284 0.0 0.0 0.0
H -1.078 6.467 -2.895 0.0 0.0 0.0
H -2.371 4.642 -3.992 0.0 0.0 0.0
H -1.893 2.284 -3.343 0.0 0.0 0.0
H 0.466 1.636 2.131 0.0 0.0 0.0
H 0.221 2.205 4.525 0.0 0.0 0.0
H 2.223 2.727 5.882 0.0 0.0 0.0
H 4.470 2.672 4.847 0.0 0.0 0.0
H 4.693 2.106 2.422 0.0 0.0 0.0
S 1.454 -1.530 -3.542 -0.2 0.2 0.0
C 2.075 -2.583 -2.408 0.2 -0.1 -0.2
N 2.869 -2.128 -1.387 -0.3 -0.2 0.1
C 3.445 -2.922 -0.456 0.2 -0.1 0.0
C 3.316 -4.271 -0.519 0.0 -0.1 0.0
C 2.491 -4.811 -1.532 0.0 0.1 0.0
C 1.880 -3.996 -2.437 0.1 -0.1 0.1
H 2.937 -1.121 -1.244 0.1 0.0 0.0
H 3.999 -2.409 0.318 -0.1 0.1 0.0
H 3.794 -4.905 0.212 0.0 0.1 0.1
H 2.335 -5.882 -1.575 0.0 0.0 0.0
H 1.232 -4.381 -3.210 0.0 0.0 0.0
```
Forces are in eV/Å.

The energy above the lowest of the compared OMol25 structures with the same formula, charge and spin is 0.9462 eV. As for the total charge: -1. For the max |F|, the calculation gives 2.22 eV/Å.

---

2.
C24H20AuN5 as an isolated structure. Source: the OMol25 dataset; level of theory: wB97M-V/def2-TZVPD.

```
50
Properties=species:S:1:pos:R:3:forces:R:3
Au 8.960 11.760 4.408 -0.7 0.0 0.5
C 6.521 13.886 5.126 -0.4 -1.3 -2.7
N 7.958 13.700 4.908 -0.3 -0.2 0.8
C 8.762 14.572 5.420 1.7 -1.3 -0.6
C 10.151 14.226 5.551 -0.6 -0.1 -0.4
C 11.222 14.906 6.162 -1.1 -0.3 -1.2
C 12.265 14.036 6.121 -0.2 -1.6 0.4
C 11.748 12.788 5.662 3.1 1.3 0.8
N 10.565 12.912 5.203 -3.3 1.9 0.4
C 5.901 13.106 6.235 -0.5 -0.5 1.3
C 5.586 13.727 7.467 -0.2 -2.4 -1.0
C 4.980 13.043 8.524 0.6 -0.3 -1.9
C 4.646 11.706 8.301 0.5 0.1 1.5
C 4.960 11.068 7.115 -1.3 -0.5 0.5
C 5.540 11.763 6.090 0.3 0.6 -0.5
H 6.086 13.528 4.143 0.0 0.4 1.1
H 6.220 14.907 5.215 0.2 1.0 0.2
H 8.399 15.532 5.719 -0.2 0.6 0.5
H 11.192 15.900 6.525 0.0 0.8 0.2
H 13.243 14.158 6.469 1.2 0.3 0.6
H 12.271 11.883 5.827 0.4 -0.9 -0.6
H 5.801 14.729 7.541 0.5 2.3 0.4
H 4.833 13.600 9.415 -0.4 -0.1 0.8
H 4.267 11.123 9.136 -0.3 0.1 -0.2
H 4.570 10.052 6.974 0.5 0.3 0.0
H 5.644 11.253 5.157 0.4 -0.1 -0.6
N 6.451 11.268 11.407 0.0 -0.4 -0.2
C 7.303 11.029 10.672 0.5 0.9 -0.6
C 8.491 10.922 9.827 -0.8 -1.1 -0.8
C 9.654 10.527 10.480 0.9 -0.4 0.1
C 10.810 10.247 9.778 -1.0 1.2 -2.5
C 10.731 10.447 8.365 0.2 -1.3 1.1
N 9.630 10.708 7.711 -1.9 0.6 0.4
C 8.484 10.930 8.413 1.7 0.7 0.5
H 9.620 10.401 11.541 0.0 0.0 0.5
H 11.768 9.973 10.129 0.5 -0.3 1.0
H 11.549 10.206 7.699 0.5 0.2 0.3
H 7.678 11.290 7.803 -0.7 -0.2 0.1
N 9.002 9.852 4.126 -0.7 0.7 -0.3
C 9.762 8.872 4.502 1.2 -0.4 -0.1
C 11.100 9.063 4.991 0.6 -0.9 -0.4
C 11.898 7.932 5.180 0.4 1.3 1.6
C 11.406 6.659 5.068 0.1 -1.5 -1.1
C 10.101 6.448 4.571 1.5 -0.3 0.7
C 9.315 7.532 4.293 1.1 -0.7 0.9
H 11.574 10.042 5.095 -0.6 -0.2 0.0
H 12.881 8.052 5.654 -0.2 0.1 -0.6
H 12.069 5.769 5.176 -0.6 0.9 0.2
H 9.873 5.383 4.485 -0.8 0.6 -0.3
H 8.334 7.335 4.041 -1.9 0.1 -0.8
```
Forces are in eV/Å.

The energy above the lowest of the compared OMol25 structures with the same formula, charge and spin is 0.0000 eV. As for the expectation value of S²: 2.06. As for the spin multiplicity: 3. For the max |F|, the calculation gives 3.79 eV/Å.

---

3.
A 2-piece molecular cluster, C4H4Cl2N2 overall. Source: the OMol25 dataset; level of theory: wB97M-V/def2-TZVPD.

```
12
Properties=species:S:1:pos:R:3:forces:R:3
C -0.339 0.069 1.010 0.1 -0.4 -2.9
C -0.993 -0.201 -0.167 1.0 2.2 1.8
C 0.673 0.984 0.314 -0.8 -4.7 -1.7
C -0.262 0.927 -0.903 -1.6 0.4 1.8
N 1.486 -2.665 0.131 0.1 0.1 -0.1
N 0.721 -3.305 0.568 -0.1 -0.1 0.1
Cl -2.546 -0.692 -0.601 -0.5 -0.8 0.0
Cl 0.180 0.759 -2.535 0.9 -0.3 -1.5
H -0.483 -0.057 2.052 -0.3 -0.5 0.7
H 0.838 1.780 0.852 0.4 5.2 2.3
H 1.654 0.606 0.127 0.6 -0.9 -0.2
H -0.929 1.794 -0.848 0.1 -0.1 -0.1
```
Forces are in eV/Å.

The energy above the lowest of the compared OMol25 structures with the same formula, charge and spin is 0.1109 eV. As for the SMILES: ClC1=CC[C@H]1Cl.N#N. For the max |F|, the calculation gives 5.66 eV/Å.

---

4.
C38H18Cl3F6N8OPTl as an isolated structure. Source: the OMol25 dataset; level of theory: wB97M-V/def2-TZVPD.

```
76
Properties=species:S:1:pos:R:3:forces:R:3
Tl -0.119 0.501 0.051 0.0 0.2 0.1
C -4.049 -2.464 4.522 0.0 0.0 0.0
C -5.031 -2.341 3.509 0.0 0.0 0.0
C -4.702 -1.895 2.252 0.0 0.0 0.0
C -3.368 -1.549 1.991 0.0 0.0 0.0
C -2.706 -1.040 0.834 0.0 0.0 0.0
N -3.288 -0.846 -0.390 0.0 0.0 0.0
C -2.685 -0.436 -1.460 0.0 0.0 0.0
C -3.321 -0.317 -2.787 0.0 0.0 0.0
C -4.607 -0.585 -3.218 0.0 0.0 0.0
C -4.901 -0.367 -4.558 0.0 0.0 0.0
C -3.927 0.098 -5.444 0.0 0.0 0.0
C -2.634 0.358 -5.009 0.0 0.0 0.0
C -2.347 0.149 -3.672 0.0 0.0 0.0
C -1.099 0.324 -2.897 0.0 0.0 0.0
N 0.033 0.720 -3.421 0.0 0.0 0.0
C 1.217 0.763 -2.763 0.0 0.0 0.0
N 1.447 0.641 -1.431 0.0 -0.1 -0.1
C 2.778 0.587 -1.149 0.0 0.0 0.0
N 3.373 0.326 0.035 0.0 0.0 0.0
C 2.762 -0.090 1.118 0.0 0.0 0.0
N 1.435 -0.242 1.356 -0.1 0.0 -0.1
C 1.185 -0.843 2.571 0.0 0.0 0.0
N 0.058 -1.244 3.073 0.0 0.0 0.0
C -1.150 -1.227 2.444 0.0 0.0 0.0
N -1.405 -0.846 1.165 0.0 -0.1 0.0
C -2.384 -1.671 3.007 0.0 0.0 0.0
C -2.736 -2.140 4.282 0.0 0.0 0.0
C 2.495 -1.005 3.225 0.0 0.0 0.0
C 2.852 -1.527 4.458 0.0 0.0 0.0
C 4.200 -1.563 4.784 0.0 0.0 0.0
C 5.171 -1.104 3.889 0.0 0.0 0.0
C 4.813 -0.597 2.648 0.0 0.0 0.0
C 3.466 -0.546 2.331 0.0 0.0 0.0
C 3.479 0.774 -2.392 0.0 0.0 0.0
C 4.838 0.814 -2.710 0.0 0.0 0.0
C 5.194 0.983 -4.031 0.0 0.0 0.0
C 4.216 1.094 -5.041 0.0 0.0 0.0
C 2.873 1.037 -4.740 0.0 0.0 0.0
C 2.501 0.885 -3.403 0.0 0.0 0.0
N -1.380 -0.028 -1.620 0.0 0.0 0.0
H -4.346 -2.820 5.502 0.0 0.0 0.0
H -6.059 -2.599 3.737 0.0 0.0 0.0
H -5.450 -1.794 1.475 0.0 0.0 0.0
H -5.351 -0.952 -2.523 0.0 0.0 0.0
H -5.901 -0.565 -4.927 0.0 0.0 0.0
H -4.186 0.252 -6.485 0.0 0.0 0.0
H -1.862 0.709 -5.682 0.0 0.0 0.0
H -1.978 -2.231 5.050 0.0 0.0 0.0
H 2.091 -1.892 5.136 0.0 0.0 0.0
H 4.511 -1.960 5.744 0.0 0.0 0.0
H 6.217 -1.154 4.169 0.0 0.0 0.0
H 5.552 -0.252 1.936 0.0 0.0 0.0
H 5.581 0.707 -1.930 0.0 0.0 0.0
H 6.242 1.019 -4.305 0.0 0.0 0.0
H 4.533 1.212 -6.071 0.0 0.0 0.0
H 2.114 1.098 -5.510 0.0 0.0 0.0
Cl -6.328 1.722 2.899 0.0 0.0 0.0
C -4.728 1.988 2.248 0.0 0.0 0.0
C -3.626 1.843 3.070 0.0 0.0 0.0
C -2.368 2.048 2.536 0.0 0.0 0.0
Cl -0.980 1.903 3.566 0.0 0.0 0.0
C -2.143 2.353 1.176 0.0 0.0 0.0
O -0.942 2.458 0.668 0.0 0.0 0.0
C -3.314 2.531 0.411 0.0 0.0 0.0
Cl -3.139 2.980 -1.258 0.0 0.0 0.0
C -4.585 2.344 0.921 0.0 0.0 0.0
H -3.736 1.556 4.106 0.0 0.0 0.0
H -5.447 2.458 0.279 0.0 0.0 0.0
F 1.807 -2.365 -0.888 0.1 0.0 0.0
P 0.900 -3.380 -1.777 0.0 0.0 0.0
F -0.400 -2.956 -0.905 0.0 0.0 0.0
F 2.203 -3.793 -2.648 0.0 0.0 0.0
F 1.214 -4.582 -0.738 0.0 0.0 0.0
F -0.016 -4.379 -2.667 0.0 0.0 0.0
F 0.592 -2.172 -2.820 0.0 0.0 0.0
```
Forces are in eV/Å.

The energy above the lowest of the compared OMol25 structures with the same formula, charge and spin is 0.0000 eV. As for the total charge: -2. As for the expectation value of S²: 0.81. As for the spin multiplicity: 2. For the max |F|, the calculation gives 0.21 eV/Å.

---

5.
C40H41BrClGaNO4S2 as an isolated structure. Source: the OMol25 dataset; level of theory: wB97M-V/def2-TZVPD.

```
91
Properties=species:S:1:pos:R:3:forces:R:3
C 0.757 3.381 0.648 -0.1 0.2 -0.1
C 0.535 3.534 -0.859 0.1 -0.1 0.1
C -0.590 2.659 -1.421 0.1 -0.2 0.3
C -1.837 2.662 -0.541 0.0 0.4 -0.7
N -3.096 2.274 -1.240 -0.1 -0.9 0.9
C -4.266 2.654 -0.403 0.1 0.1 -0.1
C -5.617 2.542 -1.127 0.2 -0.2 -0.2
C -6.676 1.609 -0.517 -0.3 0.2 0.0
C -6.741 1.599 1.013 0.2 -0.1 -0.2
Ga -6.761 3.377 1.954 0.0 -0.3 0.2
Cl -7.505 5.055 0.641 0.0 0.0 0.0
Br -8.386 3.191 3.762 0.1 0.0 -0.1
C -3.070 0.934 -1.667 -0.1 0.3 0.1
S -2.364 0.521 -3.073 0.0 -0.1 -0.2
S -3.868 -0.380 -0.737 0.1 0.1 -0.3
C -3.037 -0.348 0.877 0.0 0.2 0.1
C -1.547 -0.676 0.849 -0.1 -0.3 -0.2
C -1.197 -1.906 0.008 0.0 0.0 0.1
H 0.834 2.330 0.937 0.1 0.0 0.0
H 1.675 3.892 0.942 0.0 -0.1 0.1
H -0.056 3.829 1.222 0.0 -0.1 0.0
H 1.462 3.256 -1.366 0.0 0.1 -0.1
H 0.350 4.586 -1.092 -0.1 0.0 0.0
H -0.200 1.639 -1.502 -0.1 0.0 -0.1
H -0.863 2.966 -2.430 0.0 0.1 0.0
H -1.682 2.026 0.333 -0.1 0.1 0.1
H -2.012 3.674 -0.172 0.0 0.0 0.0
H -4.098 3.705 -0.160 0.0 0.0 0.1
H -4.250 2.117 0.548 -0.1 0.0 0.0
H -6.032 3.546 -1.205 -0.1 0.0 0.1
H -5.415 2.222 -2.156 0.0 0.0 0.0
H -7.643 1.951 -0.901 0.0 0.0 0.0
H -6.547 0.597 -0.912 0.1 0.0 0.1
H -5.849 1.086 1.399 0.0 0.0 0.1
H -7.584 0.983 1.335 -0.1 0.1 0.0
H -5.355 3.768 2.592 -0.1 0.1 0.0
H -3.578 -1.114 1.439 0.0 0.0 -0.1
H -3.230 0.597 1.387 0.0 0.0 0.0
H -0.994 0.184 0.468 0.1 0.0 0.1
H -1.227 -0.860 1.877 0.0 0.2 0.0
H -1.163 -1.674 -1.056 -0.1 0.0 0.0
H -0.221 -2.291 0.313 0.0 0.0 -0.1
H -1.930 -2.703 0.151 0.0 0.0 0.0
C -0.400 -1.238 -5.226 0.0 -0.1 0.0
C -0.101 -2.026 -6.332 0.0 0.0 0.0
C 1.189 -2.066 -6.836 -0.1 0.0 0.0
C 2.190 -1.311 -6.236 0.0 0.0 0.0
C 1.889 -0.513 -5.128 0.0 0.0 0.0
C 0.595 -0.483 -4.624 -0.1 0.0 0.0
C 2.934 0.324 -4.476 0.0 0.0 0.1
O 2.686 1.006 -3.504 0.0 0.0 0.0
C 4.308 0.298 -5.061 0.0 0.0 0.0
C 5.293 1.102 -4.499 0.1 0.0 0.0
C 6.576 1.088 -5.018 0.0 0.0 0.0
C 6.883 0.265 -6.098 0.0 0.0 0.0
C 5.906 -0.536 -6.661 0.1 0.0 0.0
C 4.614 -0.519 -6.148 0.0 0.0 0.0
C 3.572 -1.378 -6.784 0.0 0.0 0.0
O 3.849 -2.104 -7.718 0.0 0.0 0.0
H -1.405 -1.216 -4.827 0.1 0.0 0.0
H -0.880 -2.611 -6.803 0.0 0.0 0.0
H 1.435 -2.677 -7.693 0.0 0.0 0.0
H 0.376 0.135 -3.764 0.0 0.0 0.0
H 5.038 1.733 -3.659 0.0 0.0 0.0
H 7.341 1.717 -4.582 0.0 0.0 0.0
H 7.888 0.253 -6.499 0.0 0.0 0.0
H 6.128 -1.179 -7.502 -0.1 0.0 0.0
C 2.909 -4.631 2.621 0.0 0.0 0.0
C 3.932 -5.048 3.465 0.0 0.0 0.0
C 4.038 -4.525 4.743 0.0 -0.1 -0.1
C 3.122 -3.576 5.181 0.0 0.0 0.0
C 2.103 -3.149 4.329 0.0 0.0 0.0
C 1.996 -3.683 3.050 0.0 0.0 -0.1
C 1.123 -2.111 4.760 0.0 0.0 0.0
O 0.233 -1.748 4.022 0.0 0.0 0.0
C 1.280 -1.530 6.123 0.0 0.0 0.0
C 0.405 -0.531 6.533 0.0 0.0 0.0
C 0.527 0.015 7.799 0.0 0.0 0.0
C 1.518 -0.438 8.663 0.0 0.0 0.0
C 2.393 -1.432 8.259 0.0 0.1 0.1
C 2.281 -1.979 6.986 0.0 0.0 0.0
C 3.246 -3.034 6.565 0.0 0.0 0.0
O 4.105 -3.437 7.321 0.0 0.0 0.0
H 2.826 -5.044 1.624 0.0 0.0 0.0
H 4.649 -5.784 3.124 0.0 0.0 0.0
H 4.825 -4.844 5.412 0.0 0.0 0.0
H 1.196 -3.346 2.404 0.0 0.0 0.0
H -0.363 -0.192 5.852 0.0 0.0 0.0
H -0.153 0.795 8.116 0.0 0.0 0.0
H 1.608 -0.012 9.654 0.0 0.0 0.0
H 3.170 -1.792 8.919 0.0 0.0 0.0
```
Forces are in eV/Å.

As for the total charge: -1. As for the calculated total energy: -7660.117343 Eh. For the max |F|, the calculation gives 1.26 eV/Å.